The molecule C5H3IN2S. Source: the Open Molecules 2025 dataset; level of theory: wB97M-V/def2-TZVPD.

Element x y z (Å)
C -1.43035 -1.60677 -0.00002
C -3.22134 -0.43622 -0.00001
C -2.17819 0.45738 -0.00003
C 0.13172 0.42506 -0.00001
C -0.10555 1.74658 0.00001
N -2.73580 -1.69483 0.00000
N -1.02978 -0.31057 -0.00003
S -1.80155 2.14907 -0.00001
I -5.26164 -0.03050 0.00000
H -0.76262 -2.44284 -0.00001
H 1.08618 -0.06709 -0.00001
H 0.61681 2.53775 0.00003

Cartesian forces (eV/Å) of the 6 atoms listed first:
C -0.07 -0.33 0.00
C -0.32 0.53 0.00
C -0.28 0.02 0.00
C 0.53 0.63 0.00
C -0.07 -0.26 0.00
N -0.07 -0.47 0.00

- net charge = 0
- gap between HOMO and LUMO (hartree) = 0.3131
- highest occupied orbital energy (Ha) = -0.292

In elementary charge units, the Löwdin charges are:
1 C -0.156
2 C -0.850
3 C -0.579
4 C -0.134
5 C -0.376
6 N 0.029
7 N -0.084
8 S 1.009
9 I 0.828
10 H 0.121
11 H 0.125
12 H 0.066